1.
56
Properties=species:S:1:pos:R:3:forces:R:3 method="wB97M-V/def2-TZVPD" total_charge=-1 orbital_gap_ev="5.86 / 5.28" e_tot_ha=-4972.03699
W 0.048020 -0.068450 -0.344692 0.9125 -0.7460 -2.0696
O -0.296196 3.846679 0.737439 -0.0238 0.0192 0.0873
C -0.378381 2.639834 0.709652 0.0123 -0.0786 -0.0323
O 0.491127 1.835843 0.128726 0.1025 0.1887 -0.0503
C -1.459454 1.838266 1.335532 0.2006 0.0670 0.0422
C -2.282737 2.283754 2.343989 -0.2098 -0.0175 -0.1746
C -3.071945 1.368511 3.028396 0.0055 -0.0486 0.0088
C -2.904725 0.018048 2.738648 -0.0115 0.0615 0.0120
C -2.027011 -0.364920 1.751476 -0.0671 -0.0171 -0.1464
N -1.368660 0.533354 0.982168 0.3143 -0.0269 1.1545
C -1.561114 -1.755019 1.520922 -0.0148 -0.0381 0.0378
O -2.007213 -2.716274 2.115575 -0.0169 -0.0142 -0.0614
O -0.591045 -1.776179 0.646777 0.2612 0.2377 0.1812
H -2.263189 3.339199 2.579498 -0.0248 -0.0030 0.0038
H -3.740840 1.687354 3.816012 0.0044 0.0068 -0.0010
H -3.388581 -0.767574 3.302820 -0.0146 0.0065 0.0025
S -1.362961 -1.195944 -2.113421 -0.5706 -0.1408 -0.0815
C -0.006666 -2.226567 -2.289229 0.1661 -0.0506 0.1519
C 0.184880 -3.267712 -3.201345 0.0777 -0.0499 0.0159
C 1.390712 -3.933286 -3.178879 -0.0987 -0.0298 -0.0841
C 2.378660 -3.568132 -2.267449 0.0719 0.0236 0.0836
C 2.114778 -2.535972 -1.391610 -0.0142 0.0068 0.0915
N 0.945969 -1.902168 -1.401320 -0.2512 0.3052 -0.2191
H -0.596051 -3.522419 -3.903400 -0.0219 0.0187 0.0106
H 1.572093 -4.740955 -3.878054 0.0017 -0.0002 0.0025
H 3.332153 -4.075432 -2.239868 0.0080 0.0150 0.0130
H 2.823194 -2.186455 -0.654998 0.0092 -0.0263 -0.0322
Br -3.858069 0.977139 -0.963251 -0.0718 0.0158 0.0134
C -2.524012 2.064783 -1.754099 0.1086 -0.1916 0.0460
C -2.918360 3.265654 -2.317033 -0.0406 0.0102 0.0065
C -1.959295 4.011212 -2.975388 -0.0673 0.0728 -0.0164
C -0.675568 3.513695 -3.080916 0.1974 0.0079 -0.0780
C -0.371739 2.310551 -2.474777 -0.2130 -0.0394 0.0112
N -1.282520 1.609325 -1.785635 0.1711 0.1034 0.1861
C 1.007638 1.695586 -2.636484 0.1927 0.1303 -0.1091
O 1.780916 2.237983 -3.408253 -0.0498 -0.0731 0.0368
O 1.215113 0.612209 -1.985260 -0.0038 0.0215 0.5003
H -3.945023 3.588007 -2.233087 -0.0033 -0.0023 -0.0062
H -2.222212 4.963517 -3.417482 0.0016 0.0029 0.0009
H 0.112864 4.022539 -3.615766 -0.0046 -0.0082 0.0050
O 0.943583 -0.103506 2.625698 0.1858 0.1480 0.2966
C 1.783821 -0.667120 1.946375 -0.8912 -0.2405 0.0008
O 1.889917 -0.558297 0.654681 -0.7807 0.2739 0.2403
C 2.658016 -1.706345 2.588474 0.4969 0.0143 -0.0374
C 3.876400 -2.072316 2.025011 -0.0334 0.0810 -0.0891
C 4.671878 -3.032549 2.623343 -0.0199 0.0037 0.0151
C 4.212776 -3.627429 3.785897 -0.1442 0.2603 -0.0803
C 2.997963 -3.293864 4.362226 0.0295 -0.0242 0.0169
C 2.224559 -2.320319 3.758392 -0.0601 0.0873 -0.0483
N 5.039958 -4.644021 4.427254 0.0156 -0.4091 -0.0394
O 4.636841 -5.141614 5.460279 0.0047 0.0335 0.1506
O 6.074954 -4.968236 3.877033 0.1478 0.0536 0.0023
H 4.193839 -1.583922 1.112969 0.0303 -0.0091 0.0146
H 5.625125 -3.325251 2.210322 -0.0012 0.0066 -0.0013
H 2.680009 -3.794727 5.263989 -0.0056 0.0067 -0.0029
H 1.271014 -2.022472 4.171224 0.0006 -0.0052 0.0184

2.
76
Properties=species:S:1:pos:R:3:forces:R:3 method="wB97M-V/def2-TZVPD" total_charge=+2 orbital_gap_ev="4.41 / 4.42" e_tot_ha=-3733.25587
Ga 0.457833 0.780868 -0.389682 -1.0557 -2.6216 1.2955
C -3.793458 -2.504113 1.323815 -0.7403 -0.6519 -0.3628
C -2.825937 -1.363835 1.618340 -0.8560 1.2675 0.1888
C -3.402880 -0.561035 2.827559 0.3903 0.0659 -0.1609
C -1.457449 -1.878354 1.848142 1.4066 -0.7542 -0.0017
C -1.205703 -2.561936 3.034506 -0.8324 -0.0759 -0.0945
C -0.054592 -3.294169 3.227529 0.8019 -0.6579 0.3567
C 0.912690 -3.371287 2.224713 -0.8352 0.6638 -0.5921
C 0.701692 -2.732286 0.983740 0.2805 -0.1144 0.9831
C 1.688411 -3.112321 -0.128533 -0.2192 -0.0033 -0.0908
C 3.117024 -3.136282 0.440472 -0.0321 0.2758 0.3389
C 1.333343 -4.521545 -0.660946 0.1479 -0.5705 -0.3811
C -0.426779 -1.881887 0.848493 -0.0702 -0.0822 0.4001
N -0.514876 -1.079669 -0.316109 1.1234 2.1661 -0.4992
C -1.353783 -1.408255 -1.358736 -1.2818 -0.2453 -0.6746
C -1.768822 -2.755538 -1.587175 0.4086 0.3426 0.2601
C -2.418461 -3.117982 -2.748713 -0.0670 -0.3825 -0.6133
C -2.810913 -2.159922 -3.695930 -0.4875 -0.5318 -0.0037
C -2.616093 -0.834137 -3.395566 0.1912 0.6101 0.2326
C -1.903945 -0.474229 -2.240920 -0.5168 -0.1909 -1.1461
F -1.816493 0.906348 -2.029001 0.8017 -0.5133 0.5232
H -4.827889 -2.215500 1.089243 0.3589 0.5556 0.1313
H -3.903577 -3.179739 2.170983 0.2836 0.0111 0.2044
H -3.508919 -3.116305 0.475920 0.3475 -0.0654 -0.1507
H -2.762017 -0.700101 0.744889 -0.3163 -0.0039 0.1218
H -3.779266 -1.235739 3.613801 0.2510 0.2219 -0.2727
H -4.270477 0.005844 2.467814 0.2795 0.0581 0.2338
H -2.644027 0.114397 3.299748 -0.6505 -0.3698 -0.4021
H -2.013393 -2.595820 3.776920 0.4993 -0.0041 -0.2179
H 0.054125 -3.898612 4.141025 0.0952 0.5121 -0.4014
H 1.842726 -3.903015 2.334275 -0.2971 -0.3914 0.4026
H 1.555013 -2.399162 -0.971879 0.2449 -0.3680 0.3794
H 3.241119 -3.979437 1.145744 0.0675 0.3595 -0.6149
H 3.313067 -2.236756 1.057883 0.1671 -0.2281 -0.2823
H 3.865190 -3.232571 -0.341698 0.0920 -0.0063 -0.0276
H 1.473587 -5.282296 0.131446 -0.0781 0.4228 -0.3324
H 1.894006 -4.880054 -1.565497 -0.0973 0.6994 0.8879
H 0.294173 -4.543951 -0.967976 -0.2084 -0.0836 0.0612
H -1.562816 -3.493476 -0.804065 0.1460 0.2538 -0.4885
H -2.597592 -4.174382 -2.991305 -0.0379 0.4834 0.4459
H -3.369893 -2.451836 -4.604846 0.5475 0.1943 0.6683
H -3.024103 -0.065229 -4.058319 0.2857 -0.1168 0.3753
N 0.206110 1.477488 1.553047 -0.4700 0.2049 -0.2913
C 1.296732 1.366241 2.547565 0.6746 0.3943 0.9187
C 2.567659 2.105641 2.049875 0.2387 -0.2703 0.7615
C 3.643427 1.223393 1.346302 -0.3856 0.3495 0.3822
C 3.515321 0.961814 -0.146127 1.5945 -0.4122 -0.7316
N 2.450895 0.032426 -0.578911 -1.7534 1.2776 -0.0398
H -0.021529 2.463911 1.398711 0.1229 -0.0392 0.2078
H -0.621106 1.086375 2.015168 -0.1546 -0.2786 -0.6009
H 1.461504 0.293091 2.754376 0.0633 0.4071 -0.2602
H 0.939829 1.797119 3.533388 0.3252 -0.2964 -1.2144
H 2.989307 2.590880 2.958161 0.1066 -0.4914 -0.6622
H 2.306110 2.955879 1.416828 -0.2185 0.0467 -0.1313
H 3.727764 0.277898 1.898515 0.0365 0.0362 -0.2050
H 4.623368 1.703409 1.442878 -0.2037 0.0249 0.1215
H 4.456308 0.491857 -0.496030 -0.2583 0.1103 0.4409
H 3.477397 1.847026 -0.787102 -0.3916 0.2498 0.4274
H 2.448154 -0.829705 -0.034761 0.0244 -0.1613 -0.0284
H 2.583190 -0.216079 -1.561661 -0.0114 -0.1284 0.2196
C 1.230633 3.380484 -3.608544 0.9849 -0.0437 0.6855
O 0.478586 4.224561 -2.744082 -0.2797 -0.1312 0.0246
P 0.104641 4.156517 -1.186818 -0.0319 1.9195 -0.8484
O 1.021238 5.300412 -0.512785 -0.2467 -1.8230 0.3472
C 1.045820 6.683239 -0.904656 0.1291 0.3620 -1.9266
O -1.276411 5.012171 -1.268391 0.9805 -1.0175 0.7254
C -2.557571 4.450490 -1.558126 -1.0090 0.1237 -0.4506
H 1.159775 3.796350 -4.603223 -0.3907 -0.1256 -0.2269
H 0.879962 2.342204 -3.562250 -0.0824 0.1508 -0.1527
H 2.306876 3.428507 -3.359721 -0.4152 -0.1124 0.1027
H 1.215361 6.738365 -2.024894 0.1620 0.0254 1.3535
H 1.825978 7.191608 -0.334240 -0.0962 -0.3102 -0.1973
H 0.090995 7.153260 -0.741632 -0.3580 0.0364 0.3732
H -3.234420 5.345312 -1.667759 0.6465 -1.1336 -0.1029
H -2.936749 3.850738 -0.696947 0.3510 0.2856 -0.6771
H -2.515000 3.842425 -2.506258 -0.2218 0.6400 0.9760

3.
91
Properties=species:S:1:pos:R:3:forces:R:3 method="wB97M-V/def2-TZVPD" total_charge=+2 orbital_gap_ev="6.65 / 5.47" spin_multiplicity=2 e_tot_ha=-5553.28196
In -0.339515 -0.206057 0.716627 -0.1925 0.2933 0.2742
C -4.323841 -2.120730 -0.680145 0.0206 0.0153 -0.0218
C -3.129259 -1.266458 -0.409099 -0.0123 0.0880 -0.0683
N -2.201254 -1.561262 0.422585 0.0155 -0.2254 -0.1520
N -2.265175 -2.727166 1.107089 0.1067 0.2313 0.0564
C -1.643902 -2.674193 2.264160 -0.0793 -0.0660 -0.0131
N -1.622258 -3.798209 2.987786 0.0397 0.0988 0.0869
S -0.905843 -1.246990 2.970872 0.1043 -0.2502 -0.1493
C -3.000644 0.073957 -1.037546 0.0112 -0.1090 0.0413
C -3.981446 0.587901 -1.871477 -0.0560 0.0442 -0.0815
C -3.849429 1.884837 -2.346010 -0.0507 -0.0088 -0.0301
C -2.740936 2.632791 -1.982772 0.0255 0.0102 -0.0022
C -1.792390 2.044597 -1.163432 -0.0573 -0.0954 -0.0006
N -1.920776 0.796836 -0.706982 0.0362 0.0858 -0.1247
H -4.264240 -3.032010 -0.095256 0.0063 -0.0081 -0.0048
H -5.244415 -1.593417 -0.421956 0.0177 0.0013 0.0093
H -4.378319 -2.380248 -1.740529 -0.0045 0.0182 0.0183
H -2.077844 -4.621525 2.629795 -0.0113 -0.0089 -0.0122
H -1.241425 -3.801535 3.916541 0.0266 -0.0184 -0.0143
H -4.846258 -0.007664 -2.125694 0.0038 0.0121 0.0006
H -4.615746 2.310306 -2.981335 0.0076 -0.0038 0.0083
H -2.614001 3.653960 -2.313582 0.0024 -0.0030 0.0066
H -0.898376 2.572187 -0.860386 -0.0103 0.0169 -0.0010
Cl 3.186966 2.767393 -1.659932 -0.0263 0.0434 0.0363
C 2.354462 3.059584 -0.164709 0.1063 0.1202 -0.0723
C 2.713597 4.216763 0.558031 0.0413 -0.0260 -0.0789
C 2.062015 4.555908 1.702845 0.0049 0.0421 0.0311
Cl 2.515328 5.982067 2.563424 -0.0184 -0.0363 -0.0108
C 0.998270 3.746558 2.175378 -0.0501 0.0196 0.0606
C 0.219519 4.035154 3.316984 0.0433 0.0543 -0.0118
C -0.806684 3.206131 3.676305 -0.0215 -0.0125 -0.0058
C -1.049261 2.058565 2.911684 0.0739 0.0694 -0.0245
N -0.335136 1.762281 1.843710 0.0956 0.0529 0.1703
C 0.677899 2.585065 1.449004 -0.1874 -0.1053 0.0468
C 1.359730 2.203294 0.248738 -0.1808 -0.2460 -0.1368
O 0.966498 1.120868 -0.417302 0.2367 0.1168 0.2139
H 3.512605 4.842366 0.184598 -0.0046 -0.0181 -0.0133
H 0.441847 4.921586 3.895644 0.0082 -0.0044 -0.0049
H -1.421523 3.414225 4.539838 0.0046 -0.0091 -0.0032
H -1.829918 1.359520 3.183549 -0.0110 -0.0063 0.0016
N 0.334082 0.404559 -5.580873 0.0033 -0.0337 0.0318
C 1.049861 1.157566 -4.481017 -0.0503 0.0108 -0.0759
C 1.410176 0.169076 -3.388694 -0.0033 -0.1457 0.0367
N 0.265739 -0.565734 -2.881843 -0.1323 -0.0526 0.0187
C -0.495646 -1.219708 -3.925491 0.0721 0.0318 0.0096
C -0.902556 -0.284619 -5.059500 0.0435 0.0702 -0.0559
H 0.973194 -0.302655 -5.953894 -0.0056 0.0127 -0.0145
H 0.100439 1.025359 -6.356268 -0.0176 0.0080 0.0264
H 0.355989 1.921984 -4.130904 -0.0011 0.0176 -0.0020
H 1.924796 1.634584 -4.919310 0.0084 -0.0034 -0.0022
H 1.879154 0.704105 -2.569367 -0.0234 -0.0097 0.0034
H 2.144164 -0.547333 -3.775099 0.0166 -0.0069 0.0184
H -0.305536 0.018838 -2.285194 -0.0256 0.1005 -0.0648
H -1.397864 -1.673873 -3.515008 -0.0013 -0.0023 0.0252
H 0.111298 -2.034783 -4.337705 -0.0109 -0.0166 0.0111
H -1.565429 0.506462 -4.708593 -0.0178 0.0056 0.0011
H -1.369707 -0.808495 -5.891769 -0.0010 -0.0108 -0.0059
C -0.038561 -6.121477 0.150471 0.0102 0.0205 -0.0132
C -0.382778 -5.141102 -0.774317 0.0176 0.0043 0.0397
C 0.169683 -3.874485 -0.671908 0.0046 -0.0284 0.0377
C 1.068235 -3.574849 0.355365 -0.0448 -0.0473 -0.0308
C 1.398223 -4.559995 1.287204 -0.0837 -0.0240 -0.0129
C 0.851377 -5.832493 1.176067 -0.0120 0.0283 0.0183
Ge 2.011269 -1.884826 0.398960 0.0667 -0.2946 -0.0687
C 3.024544 -1.651962 -1.231827 0.0836 0.0205 -0.0893
C 3.027469 -2.659556 -2.201236 0.0626 0.0631 0.0104
C 3.893384 -2.588602 -3.286041 -0.0130 0.0310 0.0052
C 4.757537 -1.506874 -3.419506 -0.0253 -0.0166 0.0052
C 4.755227 -0.496510 -2.466279 -0.0152 -0.0098 0.0627
C 3.898129 -0.573923 -1.375673 -0.0003 -0.0095 -0.0631
C 3.165699 -1.673171 1.930534 0.0668 0.0896 0.0819
C 4.548487 -1.644358 1.710663 -0.0242 0.0062 0.0983
C 5.427815 -1.625192 2.784875 -0.0218 0.0186 -0.0324
C 4.941621 -1.623909 4.084223 -0.0043 0.0074 -0.0072
C 3.572187 -1.650509 4.312405 -0.0157 0.0038 -0.0128
C 2.687961 -1.674952 3.243863 0.1430 0.0139 -0.0056
H -0.459312 -7.115374 0.065066 0.0040 0.0152 0.0030
H -1.078473 -5.371804 -1.571382 0.0095 0.0071 0.0060
H -0.091647 -3.111173 -1.399942 0.0039 0.0106 0.0010
H 2.095660 -4.342768 2.087847 0.0035 -0.0060 -0.0033
H 1.124750 -6.599959 1.888952 0.0015 0.0062 -0.0107
H 2.383671 -3.523476 -2.093824 -0.0109 -0.0033 -0.0005
H 3.915124 -3.392190 -4.011792 -0.0058 0.0071 0.0050
H 5.447138 -1.463421 -4.253319 -0.0093 -0.0029 0.0092
H 5.437333 0.339513 -2.557702 -0.0043 0.0012 0.0023
H 3.918599 0.212630 -0.630109 -0.0014 -0.0296 -0.0089
H 4.950186 -1.660162 0.706129 -0.0094 -0.0062 0.0098
H 6.494719 -1.612313 2.604117 -0.0091 -0.0073 0.0007
H 5.629598 -1.604060 4.919560 -0.0085 -0.0056 -0.0133
H 3.192121 -1.655389 5.326063 0.0008 0.0028 -0.0143
H 1.626853 -1.701292 3.438282 -0.0777 -0.0152 0.0054